1.
The following is a DFT calculation (ωB97M-V/def2-TZVPD) of a structure of composition C30H47BN7PtS3.

total charge	+3
HOMO (alpha / beta)	-15.56 / -16.04	eV
total energy	-78709.6874	eV
gap between HOMO and LUMO (alpha / beta)	8.71 / 5.03	eV
lowest unoccupied orbital energy (alpha / beta)	-6.9 / -11.0	eV
maximum force	0.54	eV/A
spin multiplicity	5

Geometry (Å):
Pt: -0.7205 0.6927 0.1597
C: 5.8776 0.0116 0.0747
C: 4.4034 0.0137 0.4852
C: 4.1094 -1.2920 1.2182
C: 4.0858 1.2284 1.3487
N: 3.5685 0.1421 -0.7864
C: 4.0763 0.7322 -1.9214
C: 3.1004 0.7326 -2.8504
N: 1.9727 0.1603 -2.2939
B: 0.7792 -0.1160 -3.2537
N: 0.3638 -1.6260 -3.2838
C: 0.8081 -2.4381 -4.2767
C: 0.2198 -3.6617 -4.1151
N: -0.5920 -3.5978 -3.0297
C: -0.4926 -2.3421 -2.5065
S: -1.1970 -1.7632 -1.0743
C: -1.3724 -4.8405 -2.5941
C: -2.3516 -4.5395 -1.4709
C: -0.3397 -5.8663 -2.1334
C: -2.1447 -5.3322 -3.8197
N: -0.5204 0.7692 -3.1257
C: -1.5047 0.6111 -4.0626
C: -2.3234 1.6956 -4.0045
N: -1.8422 2.5239 -3.0290
C: -0.7500 1.9375 -2.4924
S: 0.1428 2.4883 -1.1221
C: -2.4067 3.9051 -2.7050
C: -2.8434 3.9487 -1.2432
C: -1.3289 4.9362 -3.0186
C: -3.6207 4.1468 -3.5965
C: 2.2820 -0.1765 -1.0204
S: 1.1923 -0.7881 0.1974
H: 6.4683 -0.2738 0.9425
H: 6.2297 0.9947 -0.2364
H: 6.0775 -0.7119 -0.7163
H: 4.8653 -1.4059 1.9937
H: 4.1852 -2.1545 0.5539
H: 3.1419 -1.2978 1.7115
H: 4.7174 1.2127 2.2366
H: 3.0421 1.2180 1.6708
H: 4.2818 2.1565 0.8105
H: 5.0879 1.0820 -1.9930
H: 3.1175 1.0884 -3.8642
H: 1.2086 0.1162 -4.3455
H: 1.4949 -2.0977 -5.0324
H: 0.3254 -4.5515 -4.7090
H: -1.8546 -4.2698 -0.5405
H: -2.9053 -5.4596 -1.2895
H: -3.0743 -3.7687 -1.7412
H: 0.2530 -5.4805 -1.3027
H: 0.3331 -6.1615 -2.9387
H: -0.8604 -6.7605 -1.7938
H: -2.7821 -4.5464 -4.2269
H: -2.7827 -6.1597 -3.5142
H: -1.4946 -5.7060 -4.6095
H: -1.5365 -0.2296 -4.7340
H: -3.1937 1.9248 -4.5892
H: -1.9992 3.9697 -0.5561
H: -3.4854 3.1001 -0.9997
H: -3.4181 4.8616 -1.0914
H: -0.4370 4.8024 -2.4070
H: -1.7265 5.9286 -2.8094
H: -1.0485 4.8987 -4.0718
H: -4.4258 3.4364 -3.4017
H: -3.3683 4.1366 -4.6571
H: -4.0003 5.1410 -3.3688
C: -2.9439 0.3289 5.2088
N: -1.7578 0.4798 4.3044
C: -1.3469 -0.8415 3.7441
C: -1.9471 1.5437 3.2330
C: -2.9674 1.1843 2.1900
C: -4.3105 1.4320 2.4642
C: -5.3041 1.1192 1.5463
C: -4.9548 0.5593 0.3271
C: -3.6174 0.3411 0.0230
C: -2.6048 0.6687 0.9323
H: -2.6906 -0.3913 5.9824
H: -3.7826 -0.0328 4.6218
H: -3.1723 1.2930 5.6558
H: -0.9903 0.8149 4.8885
H: -2.2051 -1.2812 3.2427
H: -1.0209 -1.4765 4.5636
H: -0.5363 -0.6870 3.0355
H: -0.9602 1.6948 2.7943
H: -2.2313 2.4470 3.7715
H: -4.5894 1.8961 3.4035
H: -6.3406 1.3180 1.7826
H: -5.7210 0.3039 -0.3932
H: -3.3686 -0.0704 -0.9499



2.
The following is a DFT calculation (ωB97M-V/def2-TZVPD) of a structure of composition C30H47Cl2GaN4O7SSi.

HOMO (alpha / beta)	-7.32 / -5.67	eV
energy above the lowest of the compared OMol25 structures with the same formula, charge and spin	139.8	kcal per mole
total energy	-148297.7310	eV
gap between HOMO and LUMO (alpha / beta)	7.55 / 5.82	eV
lowest unoccupied orbital energy (alpha / beta)	0.2 / 0.2	eV
maximum force	3.34	eV/A
spin multiplicity	1

Geometry (Å):
C: -2.2603 -0.1296 -5.5777
C: -1.2499 -0.8445 -4.7254
H: -1.8371 0.0362 -6.5678
H: -2.5003 0.8209 -5.1101
H: -3.1966 -0.6965 -5.7171
C: -0.5403 -1.9378 -5.2376
C: -0.8169 -2.6171 -6.5238
H: 0.0516 -2.5370 -4.5568
H: -0.5471 -2.0951 -7.4427
H: -1.8750 -2.8760 -6.6118
H: -0.2717 -3.5698 -6.5151
Ga: -1.3851 1.0521 1.2070
Cl: -2.9161 2.6877 1.5009
C: -0.0241 -1.4118 1.4995
O: 0.2143 -0.1546 1.5063
N: 0.5230 -2.2854 2.3205
C: 1.5938 -1.9559 3.2953
C: -0.2006 -3.5618 2.4794
H: -0.7415 -1.8600 0.7827
H: 2.4696 -1.5573 2.7498
H: 1.8791 -2.8897 3.8166
H: 1.2573 -1.2248 4.0662
H: -1.2514 -3.3518 2.2663
H: -0.0861 -3.9648 3.4875
H: 0.1681 -4.2857 1.7514
H: 1.1038 1.6044 4.1893
H: -1.4052 3.2808 5.1244
C: 1.3227 2.6714 4.1345
C: -0.6377 4.0048 4.7924
N: 0.1516 3.4262 3.7166
H: 2.1754 2.8524 3.4820
C: -0.2741 3.3442 2.4667
O: 0.2107 2.4844 1.6499
H: -1.1186 4.9512 4.5135
H: -1.0770 4.0078 2.1376
H: 1.5442 3.0271 5.1338
H: 0.0746 4.1689 5.6148
H: 1.8434 0.6750 -3.5537
H: 2.9182 -2.2041 -3.2465
C: 2.8591 0.6616 -3.1477
C: 3.6036 -1.6397 -2.6112
N: 2.9702 -0.4071 -2.1720
H: 3.0873 1.6325 -2.7157
C: 2.7922 -0.1698 -0.8287
O: 2.6384 0.9081 -0.2810
H: 3.8561 -2.2449 -1.7370
H: 2.8183 -1.1343 -0.2500
H: 3.5393 0.4404 -3.9688
H: 4.5063 -1.4230 -3.1872
O: -0.5503 0.1085 -3.6453
C: -1.5343 -0.7914 -3.2175
C: 0.1147 -2.3800 -2.0862
C: -1.2073 -1.9954 -2.3728
H: 0.9178 -1.6826 -2.3505
C: 0.4174 -3.5476 -1.3595
H: -2.4750 -0.2676 -2.9708
C: -2.2154 -2.8977 -1.9306
H: 1.4622 -3.7945 -1.1336
C: -0.5980 -4.3891 -0.8927
C: -1.9187 -4.0494 -1.1971
H: -3.2641 -2.6400 -2.0741
H: -0.3869 -5.2842 -0.2877
H: -2.7209 -4.6877 -0.8139
Si: 0.1278 2.9716 -3.0690
Cl: -2.1553 0.1502 -0.4398
C: 1.6375 3.5441 -2.0883
C: -1.1877 3.8953 -1.9714
C: -0.0785 3.3139 -4.8682
H: 1.8839 2.8222 -1.2833
H: 1.4461 4.5141 -1.5871
H: 2.5279 3.6782 -2.7181
H: 0.7810 2.9126 -5.4272
H: -0.1608 4.4015 -5.0394
H: -1.0001 2.8216 -5.2258
H: -0.8726 3.9340 -0.8950
H: -2.1775 3.3956 -2.0063
H: -1.2962 4.9564 -2.3107
O: -1.6847 0.9358 4.0326
S: -2.2948 -0.3789 3.8364
O: -1.7332 -1.4507 4.6003
N: -2.2798 -0.6829 2.2208
C: -3.4181 -1.3930 1.8348
O: -3.5069 -2.3105 0.9873
C: -4.5149 -0.8921 2.6928
C: -5.8794 -0.9340 2.4444
C: -6.7749 -0.5420 3.4414
C: -6.2973 -0.0457 4.6660
C: -4.9230 0.0791 4.8959
C: -4.0554 -0.3289 3.8786
H: -6.1762 -1.2794 1.4607
H: -7.8466 -0.6286 3.2516
H: -7.0184 0.2751 5.4142
H: -4.5360 0.4836 5.8289



3.
The following is a DFT calculation (ωB97M-V/def2-TZVPD) of a structure of composition C30H47N3O2RuS2Se2.

total charge	+1
HOMO (alpha / beta)	-10.43 / -10.48	eV
energy above the lowest of the compared OMol25 structures with the same formula, charge and spin	9.8	kcal per mole
total energy	-195377.7496	eV
gap between HOMO and LUMO (alpha / beta)	7.32 / 6.88	eV
lowest unoccupied orbital energy (alpha / beta)	-3.1 / -3.6	eV
maximum force	0.85	eV/A
spin multiplicity	2

Geometry (Å):
Ru: 0.3831 0.3355 -0.5414
C: 1.3604 0.0446 -2.5169
C: 0.5030 -1.0736 -2.2865
C: 1.0115 -1.7537 -1.1179
C: 2.0954 -0.9484 -0.6410
C: 2.3752 0.1082 -1.5471
C: 3.6659 0.8909 -1.6460
C: 4.3556 1.0358 -0.2890
C: 3.4648 2.2517 -2.3165
C: 4.5647 0.0249 -2.5503
C: 0.8915 -3.1868 -0.5609
C: -0.4146 -3.9553 -0.7704
C: 2.0239 -3.9359 -1.2961
C: 1.1870 -3.2225 0.9449
C: -0.5835 -1.4170 -3.3126
C: -0.1257 -2.6439 -4.1175
C: -1.9583 -1.6167 -2.6673
C: -0.7275 -0.2736 -4.3262
H: 1.2506 0.7417 -3.3305
H: 2.6998 -1.1766 0.2216
H: 3.7101 1.4951 0.4568
H: 5.2397 1.6647 -0.3977
H: 4.6851 0.0696 0.0969
H: 2.8518 2.9160 -1.7093
H: 2.9998 2.1450 -3.2979
H: 4.4349 2.7269 -2.4668
H: 4.6991 -0.9757 -2.1344
H: 5.5455 0.4934 -2.6405
H: 4.1390 -0.0738 -3.5504
H: -0.6971 -4.0518 -1.8126
H: -1.2324 -3.5063 -0.2175
H: -0.2635 -4.9664 -0.3884
H: 1.8596 -3.9530 -2.3738
H: 2.0594 -4.9658 -0.9391
H: 2.9968 -3.4765 -1.1083
H: 0.4594 -2.6295 1.4946
H: 2.1894 -2.8713 1.1951
H: 1.1228 -4.2582 1.2792
H: -0.0914 -3.5552 -3.5317
H: 0.8688 -2.4759 -4.5386
H: -0.8163 -2.8055 -4.9466
H: -1.9616 -2.3335 -1.8546
H: -2.6692 -1.9502 -3.4257
H: -2.3139 -0.6693 -2.2570
H: 0.1498 -0.1695 -4.9672
H: -0.9124 0.6774 -3.8261
H: -1.5805 -0.4881 -4.9696
C: -2.5542 2.3671 -2.2893
Se: -0.7562 2.6450 -1.6125
C: -1.3107 3.4178 0.0961
C: -0.1208 3.8880 0.9028
Se: 1.3793 2.6673 0.6389
C: 2.3128 2.9883 2.3077
H: -3.0937 1.7189 -1.6076
H: -2.4884 1.9190 -3.2756
H: -3.0192 3.3471 -2.3667
H: -1.8358 2.6286 0.6218
H: -1.9867 4.2405 -0.1344
H: -0.3620 3.8821 1.9641
H: 0.2268 4.8734 0.5999
H: 1.6045 2.9895 3.1284
H: 2.8110 3.9481 2.2052
H: 3.0434 2.1978 2.4525
N: -5.3984 0.5738 5.6695
C: -4.6210 0.3174 4.5668
C: -4.5448 1.2474 3.5210
C: -3.7210 1.0182 2.4414
C: -2.9778 -0.1535 2.3797
C: -3.0571 -1.0982 3.4003
C: -3.8628 -0.8590 4.4908
S: -1.9452 -0.4975 1.0328
O: -2.1891 -1.8553 0.6339
O: -2.1369 0.5255 -0.0141
N: -0.3577 -0.3710 1.4222
C: -0.0442 0.3464 2.5777
S: 1.2696 -0.2427 3.5505
C: 0.9549 0.9856 4.6995
C: -0.1098 1.7201 4.2993
N: -0.6474 1.3826 3.0773
H: -6.1194 1.2690 5.5821
H: -5.6340 -0.2005 6.2660
H: -5.1381 2.1519 3.5722
H: -3.6582 1.7388 1.6382
H: -2.4911 -2.0181 3.3278
H: -3.9257 -1.5865 5.2903
H: 1.5484 1.1003 5.5913
H: -0.5388 2.5444 4.8506



4.
The following is a DFT calculation (ωB97M-V/def2-TZVPD) of a cluster of 3 separate species, C30H48BFINO5 in total.

HOMO	-9.35	eV
energy above the lowest of the compared OMol25 structures with the same formula, charge and spin	0.0	kcal per mole
total energy	-55113.3920	eV
gap between HOMO and LUMO	8.04	eV
lowest unoccupied orbital energy	-1.3	eV
maximum force	0.63	eV/A
SMILES string	CCOB(O)C1=CC(=O)c2c(CC(=O)F)cc([C@@H](I)CC)c(CN)c2C1=O.CCCCCC.CCCCCC
spin multiplicity	1

Geometry (Å):
C: -0.9052 -0.6324 -2.5114
C: 0.3226 -1.4315 -2.9480
O: 1.3273 -0.5931 -3.5272
B: 2.0186 0.3234 -2.7773
O: 2.2305 1.5730 -3.3074
C: 2.5709 -0.0427 -1.3423
C: 3.0025 -1.2752 -1.0392
C: 3.5114 -1.5795 0.3179
O: 4.3538 -2.4226 0.5221
C: 2.8904 -0.7946 1.4145
C: 2.7734 -1.3260 2.6969
C: 3.2795 -2.6923 3.0964
C: 4.7665 -2.8103 3.2862
O: 5.4514 -3.7433 3.0594
F: 5.2645 -1.6858 3.8670
C: 2.1181 -0.5606 3.6541
C: 1.5963 0.7019 3.3854
C: 0.8464 1.4707 4.4426
I: -1.2782 1.1239 4.0682
C: 1.1576 1.1624 5.9161
C: 1.6163 2.4176 6.6711
C: 1.7689 1.2595 2.1055
C: 1.2956 2.6589 1.8221
N: 2.2694 3.6717 2.2864
C: 2.4087 0.4921 1.1321
C: 2.6600 0.9937 -0.2609
O: 2.9610 2.1334 -0.4958
H: -0.8573 0.3948 -2.8669
H: -1.8173 -1.0706 -2.9125
H: -1.0092 -0.6194 -1.4269
H: 0.7266 -1.9836 -2.1007
H: 0.0535 -2.1568 -3.7115
H: 1.3871 2.0169 -3.4437
H: 3.0290 -2.0576 -1.7873
H: 2.9943 -3.4765 2.4022
H: 2.8466 -2.9133 4.0743
H: 1.9909 -1.0016 4.6317
H: 0.9963 2.5304 4.2726
H: 1.9186 0.3946 6.0102
H: 0.2723 0.7732 6.4103
H: 2.2009 2.1450 7.5458
H: 0.7565 2.9935 7.0105
H: 2.2137 3.0668 6.0328
H: 1.1449 2.7981 0.7560
H: 0.3286 2.8184 2.2993
H: 2.9826 3.2618 2.8739
H: 1.8104 4.3990 2.8169
C: -7.4623 -3.1371 4.7499
C: -6.5209 -2.5116 3.7250
C: -5.2860 -1.8623 4.3474
C: -5.5824 -0.7060 5.3041
C: -6.3886 0.4402 4.6950
C: -5.6839 1.1165 3.5234
H: -7.8633 -2.3915 5.4379
H: -8.3095 -3.6184 4.2600
H: -6.9441 -3.8948 5.3413
H: -7.0682 -1.7780 3.1267
H: -6.1904 -3.2844 3.0262
H: -4.6259 -1.5152 3.5473
H: -4.7204 -2.6253 4.8915
H: -4.6303 -0.3109 5.6740
H: -6.1108 -1.0841 6.1835
H: -6.5772 1.1822 5.4750
H: -7.3706 0.0825 4.3740
H: -4.7112 1.5031 3.8360
H: -6.2693 1.9546 3.1434
H: -5.5240 0.4255 2.6944
C: 3.4915 0.3245 -6.2872
C: 2.6102 1.3828 -6.9412
C: 1.1824 0.9028 -7.1965
C: 1.0647 -0.2903 -8.1463
C: 1.6768 -0.0722 -9.5288
C: 1.0252 1.0639 -10.3116
H: 3.6127 -0.5533 -6.9244
H: 4.4861 0.7218 -6.0800
H: 3.0524 0.0071 -5.3429
H: 3.0690 1.7230 -7.8741
H: 2.5680 2.2574 -6.2872
H: 0.5889 1.7372 -7.5822
H: 0.7311 0.6258 -6.2380
H: 0.0045 -0.5380 -8.2640
H: 1.5283 -1.1678 -7.6874
H: 1.5814 -0.9991 -10.1004
H: 2.7496 0.1171 -9.4362
H: -0.0444 0.8839 -10.4395
H: 1.4681 1.1596 -11.3038
H: 1.1457 2.0230 -9.8059



5.
The following is a DFT calculation (ωB97M-V/def2-TZVPD) of a cluster of 3 separate species, C30H48BI2N2O7 in total.

total charge	-1
HOMO	-2.12	eV
total energy	-66076.8773	eV
gap between HOMO and LUMO	3.35	eV
lowest unoccupied orbital energy	1.2	eV
maximum force	2.07	eV/A
spin multiplicity	1

Geometry (Å):
C: 2.3865 -0.4807 3.1308
C: 1.4821 -0.8263 2.1643
C: 0.2557 -0.0798 1.8101
I: 0.5636 2.0684 1.5919
C: -0.1976 -0.4736 0.3754
O: 0.1144 0.0458 -0.6677
N: -1.1020 -1.5487 0.4227
C: -1.5045 -1.7595 1.8173
C: -2.9732 -2.2056 1.9009
C: -3.2115 -3.3451 2.9099
C: -4.4544 -3.2228 3.8161
C: -5.6496 -2.4475 3.2445
C: -5.8259 -1.0222 3.8166
C: -6.1054 0.0629 2.7696
C: -7.5930 0.3305 2.4986
C: -7.8675 1.8053 2.1644
C: -1.0159 -0.5728 2.6810
I: -2.3786 1.0675 2.8516
C: -0.6633 -1.0887 4.0821
B: -0.2605 -0.0331 5.1973
O: 0.4003 1.1284 4.9111
O: -0.5898 -0.2746 6.5117
H: 3.0499 0.3761 3.0117
H: 2.5225 -1.0733 4.0318
H: 1.7100 -1.7413 1.6048
H: -1.8931 -1.1908 -0.1101
H: -0.9022 -2.6163 2.1359
H: -3.2144 -2.5758 0.9026
H: -3.5922 -1.3320 2.1014
H: -3.2183 -4.3078 2.3992
H: -2.3384 -3.3801 3.5624
H: -4.7959 -4.2420 4.0117
H: -4.1612 -2.8297 4.7916
H: -6.5642 -2.9995 3.4677
H: -5.5906 -2.3718 2.1570
H: -4.9193 -0.7385 4.3566
H: -6.6338 -1.0128 4.5516
H: -5.6824 0.9984 3.1460
H: -5.5759 -0.1539 1.8394
H: -7.9508 -0.2844 1.6695
H: -8.1733 0.0472 3.3786
H: -6.9694 2.2641 1.7469
H: -8.6688 1.9299 1.4381
H: -8.1077 2.3598 3.0715
H: 0.1640 -1.7934 3.9689
H: -1.5351 -1.6452 4.4430
H: 1.1785 1.2807 5.4550
H: -1.1168 -1.0708 6.6082
C: 2.6754 -0.4703 -2.5444
C: 1.4514 -0.7259 -3.4064
C: 1.5918 -0.2847 -4.8511
N: 1.7940 1.2150 -5.0594
C: 1.4928 1.4851 -6.5085
C: 1.8130 2.9005 -6.9562
C: 3.2606 3.2680 -6.6506
C: 3.5651 3.0213 -5.1782
C: 3.2340 1.5987 -4.7697
C: 0.8512 1.9697 -4.1860
H: 2.7415 0.5700 -2.2256
H: 2.6711 -1.0328 -1.6094
H: 3.5957 -0.7384 -3.0703
H: 0.5714 -0.2804 -2.9448
H: 1.2393 -1.7986 -3.4359
H: 0.6827 -0.5401 -5.4008
H: 2.4310 -0.7722 -5.3483
H: 2.0851 0.7669 -7.0775
H: 0.4368 1.2573 -6.6503
H: 1.6232 2.9631 -8.0292
H: 1.1338 3.6161 -6.4873
H: 3.4483 4.3098 -6.9107
H: 3.9308 2.6618 -7.2683
H: 3.0252 3.7353 -4.5517
H: 4.6234 3.1822 -4.9729
H: 3.3998 1.4606 -3.7094
H: 3.8556 0.8874 -5.3138
H: 1.1299 1.8198 -3.1463
H: -0.1547 1.5960 -4.3628
H: 0.9032 3.0261 -4.4251
C: 5.3797 0.4135 -0.5030
C: 4.8795 -0.6006 0.3223
C: 5.7214 -0.9955 1.5621
O: 5.2287 -1.8225 2.3616
C: 6.9773 -0.3886 1.7162
C: 7.5126 0.6183 0.8735
C: 6.6068 1.0920 -0.3116
O: 6.9815 2.0235 -1.0398
O: 8.6204 1.1514 1.0083
O: 3.7900 -1.1856 0.1276
H: 4.8008 0.7297 -1.3701
H: 7.5684 -0.7276 2.5624



> Number 2 is which compound?

C30H47Cl2GaN4O7SSi